# 1
{
  "formula": "C17H40FN2O6P2",
  "method": "ωB97M-V with the def2-TZVPD basis set",
  "elements": ["P", "P", "F", "O", "O", "O", "O", "O", "O", "N", "N", "C", "C", "C", "C", "C", "C", "C", "C", "C", "C", "C", "C", "C", "C", "C", "C", "C", "H", "H", "H", "H", "H", "H", "H", "H", "H", "H", "H", "H", "H", "H", "H", "H", "H", "H", "H", "H", "H", "H", "H", "H", "H", "H", "H", "H", "H", "H", "H", "H", "H", "H", "H", "H", "H", "H", "H", "H"],
  "positions_angstrom": [[-0.249, 2.836, -3.506], [3.471, 0.959, 0.112], [-3.775, 2.909, -1.773], [4.023, 1.102, 1.613], [-1.722, 3.677, -1.296], [1.005, -3.187, -1.052], [4.455, 1.376, -0.897], [2.923, -0.502, 0.081], [-2.350, 0.494, 1.770], [-0.773, 2.524, -4.950], [-1.803, 1.154, 0.615], [-1.875, -4.963, 0.279], [-2.588, -2.025, 1.823], [-1.086, -2.178, 1.644], [-0.506, 1.745, 0.978], [-2.484, -2.970, -1.217], [3.798, 2.296, 2.369], [4.547, 3.485, 1.815], [-3.140, -0.651, 1.397], [-3.451, -3.132, 1.180], [1.893, 1.833, -0.006], [4.334, -2.314, -0.815], [-2.550, 2.577, -1.214], [-2.930, -3.882, -0.056], [3.734, -1.657, 0.421], [-2.754, 2.179, 0.227], [0.690, 0.968, 0.427], [-1.335, 4.022, -2.615], [-3.763, 1.787, 0.303], [-0.482, 2.781, 0.639], [-0.450, 1.766, 2.067], [-2.680, 3.066, 0.867], [4.171, 2.071, 3.366], [-3.799, -4.429, -0.430], [1.237, -2.295, -0.753], [-3.714, -3.873, 1.935], [-2.166, 1.741, -1.799], [4.374, 4.339, 2.470], [-1.768, -5.069, 1.364], [-0.064, 2.716, -5.645], [-0.884, -4.733, -0.145], [3.026, -2.348, 0.869], [5.420, -2.323, -0.771], [-3.345, -0.615, 0.331], [-2.287, -1.947, -0.905], [4.484, -1.407, 1.166], [3.929, -3.317, -0.893], [-2.767, -2.069, 2.901], [-0.754, -3.191, 1.833], [1.821, 2.079, -1.064], [0.379, 0.339, -0.400], [1.918, 2.778, 0.534], [4.231, 3.744, 0.809], [1.023, 0.282, 1.194], [-0.776, 4.952, -2.520], [-0.182, 1.754, -2.612], [4.022, -1.759, -1.694], [-3.246, -2.934, -1.998], [-0.760, -1.885, 0.655], [-2.186, 4.208, -3.267], [-4.094, -0.523, 1.914], [-0.580, -1.522, 2.352], [5.611, 3.263, 1.806], [-1.569, -3.362, -1.673], [-2.203, -5.935, -0.086], [1.042, 3.382, -3.437], [2.730, 2.481, 2.467], [-4.404, -2.667, 0.894]],
  "mulliken_charge": [0.58, 0.59, -0.42, -0.50, -0.30, -1.02, -0.86, 0.18, -0.46, -0.85, 0.97, -1.60, 1.12, -1.57, -1.59, -1.00, -0.23, -1.02, -1.02, -1.54, -0.61, -1.10, 0.44, 0.77, -0.46, -1.22, 0.23, -0.64, 0.49, 0.46, 0.21, 0.45, 0.36, 0.61, 0.07, 0.41, 0.24, 0.40, 0.32, 0.24, 0.32, 0.27, 0.37, 0.46, -0.10, 0.47, 0.33, 0.36, 0.30, -0.32, 0.36, 0.67, 0.28, 0.32, 0.43, 0.03, 0.25, 0.29, 0.13, 0.36, 0.23, 0.48, 0.30, 0.33, 0.38, 0.06, 0.16, 0.38],
  "gap_ha": 0.1958,
  "lumo_energy_ev": 2.4,
  "charge": -1
}

# 2
{
  "formula": "C17H40FeHgN5O8",
  "method": "ωB97M-V with the def2-TZVPD basis set",
  "elements": ["Hg", "Fe", "O", "O", "O", "O", "O", "O", "O", "O", "N", "N", "N", "N", "N", "C", "C", "C", "C", "C", "C", "C", "C", "C", "C", "C", "C", "C", "C", "C", "C", "C", "H", "H", "H", "H", "H", "H", "H", "H", "H", "H", "H", "H", "H", "H", "H", "H", "H", "H", "H", "H", "H", "H", "H", "H", "H", "H", "H", "H", "H", "H", "H", "H", "H", "H", "H", "H", "H", "H", "H", "H"],
  "positions_angstrom": [[-21.030, -11.328, -0.280], [-22.251, -14.214, 0.533], [-21.287, -15.580, -0.522], [-20.299, -13.105, 0.756], [-20.017, -11.673, -2.325], [-24.137, -19.899, 1.272], [-17.363, -15.088, -4.685], [-17.926, -10.307, 4.955], [-22.610, -12.775, -0.817], [-22.044, -16.063, 2.557], [-21.174, -18.069, 3.099], [-18.241, -11.866, -3.701], [-19.552, -11.883, 4.704], [-15.453, -15.813, -3.710], [-22.839, -19.711, -0.581], [-17.715, -11.743, -5.041], [-17.251, -11.968, -2.643], [-16.769, -15.530, -3.718], [-14.673, -15.557, -4.885], [-22.304, -20.372, -1.751], [-14.834, -16.353, -2.514], [-19.425, -14.123, 0.358], [-18.271, -11.462, 4.854], [-20.427, -19.196, 2.527], [-22.317, -18.411, -0.238], [-19.977, -15.095, -0.674], [-22.326, -18.484, 3.869], [-20.640, -10.929, 4.760], [-19.518, -11.643, -3.469], [-23.719, -20.347, 0.218], [-21.105, -16.858, 2.533], [-19.859, -13.255, 4.354], [-20.113, -13.794, 5.273], [-20.071, -19.802, 3.358], [-22.201, -13.274, -1.544], [-22.722, -17.651, -0.908], [-21.184, -10.937, 3.806], [-14.384, -17.327, -2.716], [-14.000, -15.740, -2.158], [-22.169, -19.255, 4.623], [-18.459, -11.906, -5.818], [-13.702, -16.048, -4.855], [-20.107, -11.479, -4.374], [-19.282, -15.950, -0.760], [-17.549, -12.297, 4.837], [-20.647, -13.277, 3.608], [-22.792, -21.322, -1.947], [-22.522, -18.192, 0.803], [-18.999, -13.804, 3.967], [-21.272, -11.173, 5.610], [-21.109, -19.791, 1.919], [-21.228, -20.559, -1.644], [-20.239, -9.919, 4.748], [-15.583, -16.405, -1.729], [-22.372, -19.717, -2.625], [-20.145, -16.688, 2.031], [-22.805, -17.621, 4.324], [-14.405, -14.499, -5.010], [-21.236, -18.375, -0.400], [-16.635, -11.067, -2.704], [-18.484, -13.706, -0.018], [-16.944, -12.491, -5.230], [-19.867, -14.672, -1.695], [-19.589, -18.793, 1.962], [-23.049, -18.954, 3.188], [-16.599, -12.835, -2.722], [-19.156, -14.754, 1.219], [-17.764, -11.999, -1.687], [-24.019, -21.351, -0.115], [-17.215, -10.789, -5.227], [-15.202, -15.825, -5.797], [-17.315, -15.705, -2.778]],
  "mulliken_charge": [1.64, 0.90, -0.59, -0.74, -0.69, -0.56, -0.61, -0.57, -1.05, -0.71, 0.13, 0.29, 0.12, 0.12, 0.25, -0.84, -0.69, 0.45, -0.96, -0.91, -0.90, -0.56, 0.14, -0.85, -0.93, 0.01, -0.79, -0.90, -0.06, 0.06, 0.39, -0.88, 0.37, 0.31, 0.36, 0.51, 0.23, 0.35, 0.35, 0.34, 0.32, 0.38, 0.38, 0.31, 0.34, 0.16, 0.32, 0.03, 0.31, 0.32, 0.24, 0.31, 0.34, 0.25, 0.31, 0.11, 0.26, 0.28, 0.25, 0.35, 0.30, 0.22, 0.25, 0.30, 0.27, 0.20, 0.31, 0.08, 0.31, 0.35, 0.33, 0.00],
  "gap_ha": [0.1891, 0.1885],
  "lumo_energy_ev": [-6.0, -6.0],
  "charge": 1,
  "spin_multiplicity": 5,
  "s2": 6.01
}

# 3
{
  "formula": "C17H40IrNP3Se",
  "method": "ωB97M-V with the def2-TZVPD basis set",
  "elements": ["Ir", "Se", "P", "P", "P", "N", "C", "C", "C", "C", "C", "C", "C", "C", "C", "C", "C", "C", "C", "C", "C", "C", "C", "H", "H", "H", "H", "H", "H", "H", "H", "H", "H", "H", "H", "H", "H", "H", "H", "H", "H", "H", "H", "H", "H", "H", "H", "H", "H", "H", "H", "H", "H", "H", "H", "H", "H", "H", "H", "H", "H", "H", "H"],
  "positions_angstrom": [[0.011, 0.084, 1.493], [0.178, 1.447, -0.696], [0.253, 1.982, 2.828], [2.297, -0.209, 1.129], [-2.284, 0.433, 1.127], [-0.143, -1.086, 3.183], [0.007, -1.174, -4.643], [-0.373, -1.753, -3.432], [-0.790, -5.298, -6.929], [-3.595, 0.268, 2.429], [1.691, 2.138, 3.985], [0.379, 3.629, 2.005], [0.428, 0.159, -4.654], [3.285, 1.211, 0.487], [-0.631, -4.037, -7.322], [-1.086, 2.326, 4.060], [3.468, -0.708, 2.479], [0.087, 0.319, -2.251], [-3.007, -0.668, -0.152], [0.468, 0.899, -3.474], [-2.816, 2.082, 0.486], [-0.334, -1.017, -2.247], [2.703, -1.478, -0.135], [-3.978, -0.752, 2.468], [3.027, 1.376, -0.561], [-0.024, -1.749, -5.564], [-0.628, -1.467, -1.302], [0.644, -0.866, 3.833], [-1.279, 1.419, 4.640], [-1.775, -5.722, -6.750], [4.355, 0.994, 0.586], [-2.695, -0.318, -1.138], [-2.394, 2.233, -0.510], [0.393, 4.448, 2.733], [-1.480, -3.376, -7.481], [2.629, 2.124, 3.425], [-2.470, 2.878, 1.151], [-2.621, -1.680, -0.009], [-2.009, 2.599, 3.544], [2.399, -1.099, -1.114], [-4.425, 0.942, 2.192], [1.635, 3.074, 4.551], [3.775, -1.705, -0.141], [1.295, 3.654, 1.407], [-0.461, 3.763, 1.319], [-0.808, 3.137, 4.743], [3.236, -1.701, 2.871], [3.409, 0.011, 3.301], [0.059, -5.959, -6.769], [3.056, 2.120, 1.049], [-0.205, -1.271, 0.583], [-3.910, 2.122, 0.435], [0.728, 0.628, -5.588], [0.798, 1.934, -3.493], [2.132, -2.388, 0.066], [-3.199, 0.530, 3.414], [0.354, -3.613, -7.501], [-1.054, -0.899, 3.657], [1.698, 1.300, 4.686], [-0.703, -2.789, -3.404], [-0.094, -2.092, 2.908], [-4.101, -0.676, -0.090], [4.494, -0.716, 2.095]],
  "mulliken_charge": [1.20, 0.18, 0.55, 0.66, 0.66, -0.78, -0.26, -0.49, -0.14, -1.41, -1.29, -1.38, -0.63, -1.29, -0.17, -1.24, -1.33, 0.39, -1.26, -0.39, -1.41, -0.24, -1.22, 0.45, 0.39, 0.20, 0.44, 0.35, 0.38, 0.31, 0.52, 0.29, 0.38, 0.52, 0.36, 0.34, 0.30, 0.39, 0.34, 0.27, 0.47, 0.56, 0.49, 0.33, 0.32, 0.53, 0.41, 0.31, 0.31, 0.29, -0.19, 0.58, 0.47, 0.53, 0.39, 0.32, 0.34, 0.30, 0.43, 0.44, 0.35, 0.51, 0.54],
  "gap_ha": [0.1785, 0.1567],
  "lumo_energy_ev": [-11.6, -16.0],
  "charge": 4,
  "spin_multiplicity": 6,
  "s2": 8.79
}